[1]
A cluster of 2 separate species, C3H8NO in total, computed with ωB97M-V/def2-TZVPD.

```
13
Properties=species:S:1:pos:R:3:nbo_charge:R:1
O -1.64 -0.74 0.71 -0.346
N 0.86 0.61 0.04 -0.688
C 1.19 -0.78 -0.04 -0.454
C -1.32 0.53 0.70 0.411
C -2.07 0.03 -0.44 -0.117
H 0.57 -1.29 -0.77 0.223
H 2.29 -1.01 0.09 0.248
H 0.95 1.15 -0.86 0.416
H -1.56 -0.18 -1.34 0.219
H -3.09 0.25 -0.43 0.229
H 0.86 -1.20 0.86 0.217
H -1.45 1.27 1.41 0.239
H 1.32 1.07 0.78 0.404
```

The value obtained for the HOMO-LUMO gap is 10.29 eV. The value obtained for the total energy is -6767.8424 eV. Its energy above the lowest of the compared OMol25 structures with the same formula, charge and spin is 3.327 eV. The HOMO energy is -15.6 eV. Its largest force on an atom is 3.68 eV/A. The total charge is +1.



[2]
A structure of composition C34H37BFeO2S, computed with ωB97M-V/def2-TZVPD.

```
76
Properties=species:S:1:pos:R:3:lowdin_spin:R:1
Fe 3.05 2.74 0.17 0.165
S 0.18 -3.81 -1.32 0.174
O -3.50 0.03 -0.90 0.017
O -2.15 -0.08 0.99 0.019
C 2.07 1.24 1.07 0.046
C 3.25 -1.39 -1.55 0.106
C -0.01 -6.47 -0.49 0.065
C -4.14 -0.95 -0.02 0.002
C -2.32 2.70 -0.40 0.196
C 1.40 -0.58 -3.50 -0.004
C -3.98 -2.35 -0.60 0.002
C -1.34 1.59 -0.53 0.105
C -1.63 3.12 1.84 0.261
C -3.30 -0.83 1.37 0.001
C 4.28 3.49 -1.17 0.000
C 0.35 -5.07 -0.17 0.414
C 1.55 -3.24 0.77 0.286
C 1.34 -2.70 -0.49 0.452
C -2.43 3.45 0.73 0.028
C -5.59 -0.49 0.03 0.001
C 0.97 -1.26 -2.38 0.106
C 0.98 -4.55 0.95 0.130
C 4.33 1.93 1.45 0.010
C -0.68 2.13 1.75 0.061
C 1.89 -1.77 -1.43 0.073
C 1.97 3.14 -1.46 0.021
C 2.15 4.31 -0.63 -0.005
C -0.33 1.42 0.58 0.309
C 0.86 0.57 0.57 0.544
C 2.76 -0.36 -3.72 0.124
C 3.46 2.90 2.10 0.009
C 3.57 4.53 -0.46 -0.003
C 2.11 2.52 1.84 0.046
C 3.29 2.63 -1.80 -0.009
C 3.51 0.94 0.83 0.037
C -3.87 -0.07 2.57 0.001
C -2.66 -2.11 1.90 0.001
C 3.65 -0.62 -2.65 -0.010
B -2.45 0.55 -0.19 0.060
H 4.65 -0.22 -2.64 -0.002
H 3.11 0.08 -4.65 0.007
H 5.41 1.93 1.50 0.000
H -1.08 -6.63 -0.58 0.020
H 1.03 2.76 -1.85 0.002
H 0.65 -0.24 -4.22 -0.002
H -3.19 4.22 0.83 -0.004
H 0.38 -7.15 0.27 0.000
H -3.38 -2.88 2.20 0.000
H 0.47 -6.74 -1.44 0.016
H 0.90 -0.45 0.18 0.036
H 1.03 -5.15 1.85 0.002
H -0.09 -1.39 -2.16 0.005
H 3.50 1.83 -2.50 0.000
H -3.02 2.87 -1.23 0.009
H -3.07 -0.06 3.33 0.000
H -6.04 -0.57 -0.97 0.000
H -1.98 -2.52 1.13 0.001
H 3.95 -1.74 -0.77 0.004
H 5.35 3.41 -1.30 0.000
H 2.09 -2.68 1.53 0.016
H 4.03 5.40 0.01 0.000
H -0.89 1.48 -1.53 0.021
H 3.84 0.02 0.34 0.003
H -6.24 -1.07 0.71 0.000
H -2.92 -2.64 -0.63 0.004
H -4.08 0.98 2.31 0.001
H -5.62 0.57 0.31 0.000
H 3.77 3.75 2.71 0.001
H -4.78 -0.54 3.00 0.000
H 1.35 4.97 -0.29 0.000
H 1.26 3.05 2.25 0.002
H -2.05 -1.84 2.76 0.000
H -0.22 1.84 2.69 -0.003
H -1.81 3.61 2.80 0.018
H -4.38 -2.44 -1.61 0.000
H -4.52 -3.10 0.01 0.000
```

The value obtained for the HOMO-LUMO gap (spin up / spin down) is 5.69 / 5.92 eV. The spin multiplicity is 5. The value obtained for the total energy is -85846.2917 eV. The HOMO energy (spin up / spin down) is -5.1 / -8.2 eV. Its largest force on an atom is 5.05 eV/A. As for the expectation value of S²: 6.09.